C39H23Cl5F6N5O3TeZr as an isolated structure at a distorted geometry. Source: the OMol25 dataset; level of theory: ωB97M-V with the def2-TZVPD basis set.

Each line ends with the Löwdin charge.
Positions of all 83 atoms, in Å:
Zr (-1.23137, -0.71368, -0.32345)  1.58
N (1.82225, -1.24857, 2.82707)  0.12
C (0.97089, -0.46680, 2.11529)  -0.30
N (-0.26898, -0.92505, 1.81517)  -0.05
C (-0.62187, -2.20093, 2.10451)  -0.31
N (-1.83892, -2.63612, 1.80476)  0.09
N (-2.50719, -1.77213, 1.01225)  -0.15
C (-3.75867, -1.85970, 0.73945)  0.00
C (-4.29207, -0.84305, -0.16369)  -0.26
C (-5.57539, -0.90879, -0.68015)  -0.01
C (-5.98916, 0.06375, -1.57796)  -0.02
C (-5.11941, 1.09268, -1.89886)  -0.01
C (-3.85799, 1.10383, -1.31933)  -0.10
N (-3.44088, 0.15792, -0.48381)  0.01
C (0.29372, -3.09392, 2.78556)  -0.08
C (-0.02353, -4.41459, 3.10451)  0.01
C (0.90158, -5.20764, 3.74951)  -0.05
C (2.15066, -4.68590, 4.08421)  -0.05
C (2.48410, -3.38296, 3.76919)  0.00
C (1.55204, -2.57967, 3.12009)  -0.18
H (2.68668, -0.85125, 3.15944)  0.17
H (1.03105, 0.59378, 2.32298)  0.11
H (-4.40128, -2.62893, 1.15513)  0.15
H (-6.23086, -1.71983, -0.39302)  0.13
H (-6.97189, 0.01430, -2.02676)  0.13
H (-5.40890, 1.87702, -2.58380)  0.12
H (-3.15782, 1.90882, -1.51202)  0.12
H (-1.00078, -4.78941, 2.83476)  0.12
H (0.66139, -6.23242, 3.99543)  0.11
H (2.87170, -5.30850, 4.59672)  0.12
H (3.45585, -2.98071, 4.03025)  0.12
Cl (-3.80041, 1.10992, -6.87327)  0.72
C (-3.27231, 0.33108, -5.44323)  -0.70
C (-2.17558, 0.82963, -4.74154)  -0.69
Cl (-1.34719, 2.22613, -5.27507)  0.74
C (-1.77234, 0.18925, -3.58307)  -0.55
Cl (-0.46992, 0.75101, -2.59855)  0.80
C (-2.42627, -0.93753, -3.08121)  -0.43
O (-2.01520, -1.47433, -1.94209)  -0.33
C (-3.52647, -1.42406, -3.79532)  -0.59
Cl (-4.34464, -2.80632, -3.19046)  0.79
C (-3.94297, -0.79863, -4.96719)  -0.70
Cl (-5.29506, -1.41250, -5.81458)  0.73
F (0.27178, -4.87841, -1.79622)  0.17
C (-0.58084, -3.86094, -1.94757)  -0.55
F (-1.10873, -3.95641, -3.15534)  0.18
F (-1.55776, -4.05480, -1.03102)  0.13
C (0.18815, -2.51486, -1.69016)  -0.59
O (0.78678, -1.96835, -2.58200)  0.06
O (0.21767, -2.18335, -0.42507)  -0.30
F (0.95953, 8.16868, 2.78057)  0.14
C (0.04385, 8.07362, 1.79439)  -0.58
F (0.48486, 8.80992, 0.76387)  0.14
F (-1.08237, 8.64990, 2.25218)  0.15
C (-0.18545, 6.63882, 1.41532)  -0.11
C (0.11733, 6.17822, 0.14349)  0.00
C (-0.07002, 4.84133, -0.16244)  -0.01
C (-0.55794, 3.95695, 0.80099)  -0.25
C (-0.86686, 4.43819, 2.07667)  -0.01
C (-0.68015, 5.77207, 2.38275)  0.00
C (-0.72429, 2.56898, 0.49321)  -0.12
C (-0.85767, 1.38141, 0.25630)  -0.27
H (0.50154, 6.85858, -0.60333)  0.12
H (0.16738, 4.47373, -1.15231)  0.12
H (-1.25147, 3.75707, 2.82394)  0.12
H (-0.91230, 6.14237, 3.37263)  0.13
C (3.28626, -1.70533, -0.30256)  -0.32
Te (1.91351, -0.04849, -0.34511)  1.62
C (3.72660, 1.14379, -0.15041)  -0.34
C (4.86733, 0.19731, 0.10805)  -0.29
C (6.14461, 0.67731, 0.38308)  -0.04
C (7.18431, -0.20192, 0.63255)  -0.07
C (6.95524, -1.57090, 0.61539)  -0.07
C (5.69163, -2.05824, 0.32735)  -0.04
C (4.64528, -1.17841, 0.06449)  -0.28
H (3.29376, -2.15192, -1.29734)  0.08
H (2.92207, -2.45106, 0.40459)  0.06
H (3.64164, 1.90115, 0.62859)  0.06
H (3.85972, 1.66756, -1.09787)  0.06
H (6.31975, 1.74666, 0.39328)  0.12
H (8.17312, 0.18248, 0.84404)  0.11
H (7.76284, -2.26122, 0.82000)  0.11
H (5.51273, -3.12670, 0.30321)  0.12

- E_LUMO (eV) = -4.1
- charge = +1
- orbital gap (Eh) = 0.236
- spin multiplicity = 1
- energy above the lowest of the compared OMol25 structures with the same formula, charge and spin (kJ/mol) = 94.81